An isolated molecule of C18H23N3O3S, computed with the ωB97M-V functional and the def2-TZVPD basis.

```
48
Properties=species:S:1:pos:R:3:lowdin_charge:R:1
S 5.2207 -0.6494 -0.0097 0.70
O 1.8488 2.6848 -0.3830 0.10
O 6.3830 -0.2722 -0.7647 -0.32
O 5.4269 -1.0669 1.3497 -0.31
N 1.7446 -2.1439 -0.6594 0.16
N 0.6070 1.0130 0.4969 0.18
N 0.8149 -1.2527 -0.2800 -0.03
C 4.2621 -1.9618 -0.8973 -0.12
C -0.5585 -1.5734 -0.2621 -0.16
C -2.3118 2.4939 0.4729 -0.07
C 0.0360 3.2941 1.0782 -0.08
C -2.3862 -2.9187 0.4686 0.00
C -1.0577 4.0187 -1.0803 -0.07
C -1.4372 -0.7945 -1.0034 -0.02
C 3.9286 0.6677 -0.0418 -0.14
C -3.2827 -2.1384 -0.2533 -0.27
C 2.7238 -0.1569 -0.2180 -0.15
C -2.7917 -1.0720 -0.9936 -0.04
C 0.9252 2.3352 0.3124 -0.46
C -1.0246 -2.6606 0.4824 -0.19
C -0.0763 -3.5094 1.2661 -0.04
C 2.8918 -1.4967 -0.6407 -0.29
C -4.7435 -2.4651 -0.2389 -0.05
C -1.2950 3.6296 0.3759 -0.41
C 1.3671 -0.0380 0.0080 -0.15
H -2.7642 -3.7543 1.0402 0.12
H 3.9594 1.2173 0.8939 0.11
H -1.0472 0.0150 -1.6036 0.12
H -1.7136 4.4954 0.9018 0.13
H -3.4671 -0.4601 -1.5727 0.11
H 0.5024 -2.8997 1.9593 0.09
H -2.4496 2.1781 1.5057 0.08
H -3.2749 2.8312 0.0961 0.08
H -0.1669 2.8917 2.0728 0.12
H 4.4847 -2.9363 -0.4753 0.11
H -2.0078 1.6363 -0.1213 0.04
H 4.5538 -1.9142 -1.9430 0.11
H -5.0973 -2.5941 0.7823 0.08
H -0.2509 0.7701 0.9717 0.14
H 4.1365 1.3314 -0.8766 0.11
H 0.6073 4.2175 1.1869 0.13
H -5.3242 -1.6802 -0.7161 0.07
H -0.6123 -4.2696 1.8274 0.08
H -0.3264 4.8198 -1.1472 0.09
H 0.6296 -3.9904 0.5920 0.07
H -1.9846 4.3555 -1.5386 0.08
H -0.6797 3.1719 -1.6487 0.08
H -4.9223 -3.3984 -0.7720 0.09
```

E   -1487.890056 Ha
Structure (SMILES)   Cc1ccc(-n2nc3c(c2NC(=O)CC(C)C)CS(=O)(=O)C3)c(C)c1
Highest occupied orbital energy   -8.92 eV
F_max   0.02696 Eh/bohr
Energy above the lowest of the compared OMol25 structures with the same formula, charge and spin   184.6 kJ/mol
Gap between HOMO and LUMO   9.39 eV